The following is a quantum chemistry calculation of a molecular structure, C6H10O, from the Open Molecules 2025 dataset.

Cartesian coordinates (Å):
C (2.06608, 0.31996, 0.09969)
C (0.95293, -0.51031, -0.52715)
C (-0.44671, 0.00850, -0.25473)
C (-1.54191, -0.87126, -0.81726)
O (-0.61014, -0.04884, 1.40062)
C (-0.67332, 1.47006, -0.32198)
C (-0.87727, 1.54598, 0.96307)
H (3.04576, -0.10284, -0.14522)
H (1.96361, 0.34126, 1.18902)
H (2.02679, 1.34996, -0.26581)
H (1.01284, -1.55526, -0.19554)
H (1.06113, -0.51807, -1.61979)
H (-2.52935, -0.51479, -0.50542)
H (-1.50531, -0.81104, -1.90906)
H (-1.41103, -1.92079, -0.52784)
H (-1.44831, -0.49310, 1.61486)
H (-1.04961, 2.13636, 1.85251)

Properties
* HOMO: -0.3086 Eh
* energy above the lowest of the compared OMol25 structures with the same formula, charge and spin: 399.8 kJ/mol
* orbital gap: 9.0 eV
* maximum force: 0.6 eV/A